# 1
Below is a cluster of 2 separate species, C9H13N2O2P in total, with properties calculated with ωB97M-V/def2-TZVPD.

```
27
Properties=species:S:1:pos:R:3:forces:R:3
C -1.2259 1.3354 -3.7783 0.78 -0.70 1.81
C -2.2671 1.6549 -2.8720 1.81 -2.40 -0.04
C -0.2247 0.4156 -3.3239 -3.36 1.84 0.53
C -2.4690 0.9710 -1.6852 1.80 1.04 -2.00
C -0.3710 -0.1556 -2.1020 1.16 -0.42 -0.84
C -1.4965 0.0466 -1.2774 -0.55 -0.81 0.16
C 1.9751 0.9680 1.3218 -1.52 -2.49 1.17
C 2.8921 -0.3309 1.0896 -0.56 1.35 -1.16
C -1.3946 -2.1137 2.3034 -0.73 2.53 -0.17
N -1.8043 -0.6969 -0.2611 0.12 -0.25 0.78
N 0.6017 0.4508 0.9794 1.48 3.05 -0.65
O 2.0387 -1.4491 0.9045 -0.44 -0.01 0.70
O -0.0540 -1.7983 2.3402 2.65 1.22 -0.62
P 0.4400 -1.1324 0.8569 -1.13 -3.36 0.17
H -0.9462 1.7460 -4.7357 -0.94 0.64 -0.09
H -2.9820 2.3315 -3.0557 -2.37 2.61 -1.25
H 0.4984 0.3281 -4.0468 2.25 -1.01 -0.88
H -3.2746 1.1899 -1.0733 -1.46 0.30 1.06
H 0.3493 -0.8476 -1.7596 0.68 -0.67 0.38
H 1.7134 1.2884 2.3365 1.70 -0.01 0.30
H 2.3526 1.7734 0.7517 -0.08 0.90 -0.88
H 3.3672 -0.2555 0.0193 0.06 0.33 2.50
H 3.5077 -0.4913 1.9960 0.25 0.00 -1.02
H -1.5618 -2.7553 1.5450 -0.72 -2.17 -3.08
H -1.9658 -1.2033 2.0376 -0.36 -0.63 0.90
H -1.6898 -2.6815 3.1172 -0.53 -0.31 2.31
H -0.1243 1.1527 0.9025 0.03 -0.56 -0.08
```
Positions in Å, forces in eV/Å.

Calculated values
strongest force on any atom: 0.075 Eh/bohr
E_HOMO (spin up / spin down): -7.65 / -7.47 eV
net charge: 0
HOMO-LUMO gap (spin up / spin down): 7.576 / 6.126 eV
electronic energy: -25903.238 eV

The net atomic charges from natural (NBO), expressed in e, are: -0.18 -0.22 -0.21 -0.17 -0.18 -0.01 -0.25 -0.08 -0.25 -0.30 -1.03 -0.80 -0.81 1.66 0.21 0.20 0.21 0.22 0.22 0.20 0.20 0.19 0.21 0.17 0.18 0.18 0.43

---

# 2
Below is the ion C5H11BrN with charge +1, with properties calculated with ωB97M-V/def2-TZVPD.

```
18
Properties=species:S:1:pos:R:3:forces:R:3
C 0.8978 -0.6363 -0.3599 0.56 -9.36 2.69
C 0.7309 -2.1728 0.3844 0.07 6.53 -3.34
C 0.3682 0.9318 1.2220 3.47 1.14 1.05
C -1.3933 -0.2157 -0.0739 0.11 -3.84 1.28
C 0.0071 1.4223 -1.1996 -0.29 -0.84 0.63
N -0.0265 0.3839 -0.0923 0.20 0.72 -0.50
Br 1.2775 -3.8302 -0.2230 0.29 0.85 0.13
H 1.6908 -0.5817 -1.0447 0.69 0.65 -0.87
H -0.0578 -2.1780 1.1096 -0.10 -0.31 0.39
H -0.2075 1.7644 1.5691 -1.03 0.03 0.17
H 0.4897 0.0646 1.8748 -0.63 0.46 0.26
H 1.4707 1.3901 1.2272 -2.24 -1.13 -0.71
H -1.5802 -0.6921 0.9517 0.37 0.92 -1.35
H -2.1372 0.5004 -0.2317 -1.03 1.09 -0.49
H -1.3910 -1.1382 -0.7778 -0.24 2.12 0.81
H -0.1550 0.9645 -2.1460 0.10 -0.68 -0.64
H -0.8474 1.9756 -0.9852 -1.31 1.46 0.17
H 0.8631 2.0475 -1.2048 1.01 0.18 0.31
```
Positions in Å, forces in eV/Å.

Calculated values
SMILES string: C[N+](C)(C)/C=C/Br
strongest force on any atom: 0.190 Eh/bohr
E_HOMO (spin up / spin down): -12.70 / -13.18 eV
net charge: +1
HOMO-LUMO gap (spin up / spin down): 8.226 / 8.841 eV
electronic energy: -76884.580 eV

The net atomic charges from natural (NBO), expressed in e, are: -0.05 -0.29 -0.42 -0.42 -0.38 -0.29 0.25 0.23 0.19 0.24 0.25 0.25 0.24 0.23 0.27 0.24 0.22 0.24

---

# 3
Below is a structure of composition C17H19Cl2N5O6S5Ti, with properties calculated with ωB97M-V/def2-TZVPD.

```
55
Properties=species:S:1:pos:R:3:forces:R:3
Ti -0.9061 0.0458 -0.9657 -0.59 0.89 0.85
O 0.9292 -3.0559 -2.9695 -5.59 -1.26 -3.33
C 0.1655 -2.2368 -2.4872 -2.36 0.44 -0.50
O 0.4762 -1.2863 -1.6658 -2.00 1.14 -0.68
C -1.3196 -2.2807 -2.7869 -0.04 -0.03 0.07
C -1.9898 -3.1648 -3.6121 0.08 -0.03 -0.01
C -3.3713 -3.0402 -3.7110 -0.02 0.03 0.01
C -4.0459 -2.0591 -2.9901 -0.01 -0.06 -0.02
C -3.2988 -1.2207 -2.1862 0.08 0.04 0.00
N -1.9817 -1.3500 -2.1174 -0.04 -0.17 -0.14
C -3.7948 -0.0768 -1.3103 -0.07 0.06 -0.03
O -4.9670 0.2149 -1.2777 0.06 -0.06 0.01
O -2.8110 0.4907 -0.6693 0.20 -0.09 -0.25
H -1.4339 -3.9205 -4.1484 -0.01 -0.01 0.00
H -3.9270 -3.7143 -4.3503 0.01 0.00 0.00
H -5.1186 -1.9364 -3.0370 0.00 0.00 0.01
S -4.2638 -1.5830 5.8467 -0.01 -0.01 0.00
C -3.3145 -0.9598 4.6448 0.02 0.01 -0.04
S -2.4966 -1.9093 3.4685 0.00 -0.01 0.02
C -1.6816 -0.6221 2.5880 -0.04 -0.12 0.06
C -1.9300 0.6349 3.0269 -0.13 0.13 -0.04
S -1.3798 2.2087 2.4978 0.11 -0.27 0.16
S -3.0215 0.7176 4.4082 0.02 -0.02 -0.03
S -0.6311 -1.2563 1.3218 -0.69 -0.17 -0.65
N 0.4719 1.3500 0.0573 -0.25 -0.36 -0.52
C 1.2835 2.1698 -0.8330 -0.04 -0.04 -0.11
C 1.7077 3.4993 -0.1943 -0.03 -0.05 -0.01
C 1.8463 3.3920 1.3240 0.13 0.21 0.05
C 2.9806 2.5096 1.8440 -0.09 -0.03 0.01
N 2.8755 1.0769 1.5499 0.40 0.15 0.17
C 2.1611 0.1621 2.2070 0.41 -0.32 0.16
N 1.2732 0.4999 3.1336 -0.32 0.26 0.10
N 2.3668 -1.1377 1.9135 0.59 0.27 -0.09
C 0.5243 2.3189 -2.1749 0.15 0.13 0.03
O 0.8729 3.1842 -2.9555 -0.09 -0.05 0.04
O -0.4129 1.4413 -2.3582 0.05 -0.25 0.09
H -0.1717 1.8684 0.6754 -0.08 -0.01 0.01
H 1.0115 0.7616 0.6746 -0.28 0.27 -0.39
H 2.1713 1.5823 -1.0933 0.00 -0.02 0.00
H 0.9601 4.2601 -0.4264 -0.04 -0.03 0.02
H 2.6369 3.8502 -0.6482 0.00 -0.03 -0.03
H 0.8985 3.0711 1.7613 0.13 0.10 0.10
H 2.0340 4.3878 1.7365 0.02 0.01 -0.04
H 3.0611 2.6302 2.9259 -0.02 -0.10 0.00
H 3.9291 2.8220 1.4035 0.00 0.04 0.03
H 3.3793 0.7333 0.7474 0.04 -0.03 -0.03
H 0.5413 1.2338 2.9195 0.43 0.13 0.19
H 0.8255 -0.2932 3.5744 0.02 -0.04 -0.07
H 3.0537 -1.3157 1.1892 0.09 -0.10 0.04
H 1.4966 -1.6479 1.7691 -0.31 -0.13 0.35
Cl 2.6434 -4.2746 -1.8838 1.66 -0.86 0.78
C 2.3179 -2.5512 -1.6732 3.34 -0.16 1.25
Cl 3.7858 -1.6825 -1.1324 1.12 0.53 0.93
H 1.5455 -2.4232 -0.9226 1.22 -0.48 0.17
H 2.0427 -2.1181 -2.6282 2.78 0.55 1.27
```
Positions in Å, forces in eV/Å.

Calculated values
2S+1: 2
strongest force on any atom: 0.129 Eh/bohr
E_HOMO (spin up / spin down): -4.55 / -4.55 eV
net charge: -1
⟨S²⟩: 0.754
HOMO-LUMO gap (spin up / spin down): 6.424 / 6.247 eV
electronic energy: -140015.442 eV

The net atomic charges from natural (NBO), expressed in e, are: 1.61 -0.62 0.76 -0.76 0.12 -0.20 -0.16 -0.19 0.12 -0.46 0.77 -0.59 -0.74 0.24 0.22 0.24 -0.16 -0.58 0.46 -0.42 -0.38 -0.41 0.48 -0.41 -0.95 -0.17 -0.41 -0.43 -0.22 -0.58 0.67 -0.82 -0.81 0.79 -0.65 -0.77 0.44 0.41 0.20 0.23 0.21 0.24 0.22 0.22 0.20 0.42 0.44 0.42 0.40 0.43 -0.05 -0.36 -0.15 0.23 0.26

---

# 4
Below is a structure of composition C42H42BF4GeN7ReS, with properties calculated with ωB97M-V/def2-TZVPD.

```
99
Properties=species:S:1:pos:R:3:forces:R:3
Re -0.7466 -0.1585 0.7012 0.56 -0.29 -0.16
C -2.7644 -2.5934 4.0994 -0.02 -0.05 -0.01
C -2.1461 -1.5677 3.3813 0.03 0.04 0.02
N -2.0342 -1.5687 2.0600 -0.27 0.01 0.04
C -2.4721 -2.6677 1.3840 0.03 0.02 -0.03
C -3.1221 -3.7300 2.0182 -0.01 0.00 0.03
C -3.2786 -3.6635 3.4171 0.02 0.02 0.00
C -3.5660 -4.8586 1.2543 0.00 -0.02 -0.02
C -3.3125 -4.9387 -0.0676 -0.01 -0.01 0.01
C -2.5789 -3.9020 -0.7311 0.00 0.02 -0.01
C -2.2100 -3.9940 -2.0854 0.01 0.01 -0.02
C -1.4554 -2.9973 -2.6554 -0.02 -0.02 -0.01
C -1.0736 -1.9098 -1.8759 -0.01 -0.01 0.07
N -1.4256 -1.7821 -0.5964 0.01 -0.07 0.05
C -2.1701 -2.7688 -0.0147 -0.03 0.06 0.00
H -2.8193 -2.5288 5.1766 0.00 -0.01 0.00
H -1.7127 -0.7299 3.9105 -0.04 -0.07 -0.03
H -3.7724 -4.4726 3.9406 -0.01 0.00 0.00
H -4.0914 -5.6542 1.7662 0.00 0.00 0.00
H -3.6313 -5.7974 -0.6437 0.00 0.00 0.00
H -2.5077 -4.8623 -2.6607 0.00 0.00 0.00
H -1.1268 -3.0469 -3.6842 0.00 -0.01 0.00
H -0.4633 -1.1246 -2.3034 0.02 0.03 -0.01
C -3.1963 3.3462 4.1800 -0.02 0.01 -0.03
C -3.5818 1.9458 3.7596 0.03 -0.03 -0.03
N -2.5072 1.4068 2.9104 -0.08 0.07 -0.07
C -1.2322 1.7906 2.9544 0.01 -0.07 0.04
N -0.3483 1.2498 1.9955 0.12 -0.03 -0.07
C 0.9657 1.9693 1.9474 -0.08 0.04 -0.05
C 1.4978 2.1819 3.3442 0.00 0.02 -0.05
C 0.5565 3.1088 4.0612 -0.07 -0.01 0.00
N -0.8423 2.6855 3.8371 0.06 0.01 0.09
C -1.8074 3.3059 4.7720 0.06 0.00 0.00
H -3.9013 3.7299 4.9150 0.01 -0.01 0.01
H -3.2186 4.0157 3.3179 -0.01 0.01 0.01
H -4.4958 1.9389 3.1694 -0.01 -0.01 0.00
H -3.7254 1.2941 4.6236 0.01 0.01 0.02
H -2.7701 0.6871 2.2576 -0.01 0.03 -0.02
H 0.8030 2.9212 1.4307 0.01 0.02 0.02
H 1.6532 1.3673 1.3714 0.00 0.03 0.00
H 2.4948 2.6182 3.2914 -0.02 0.02 -0.01
H 1.5797 1.2232 3.8536 0.01 -0.06 0.04
H 0.6471 4.1355 3.7000 0.01 0.01 0.01
H 0.7168 3.1147 5.1389 -0.01 -0.03 0.01
H -1.4356 4.3074 4.9814 0.00 0.00 -0.01
H -1.7815 2.7402 5.7063 -0.01 0.01 0.01
F 0.3776 -1.7439 1.3747 -0.35 0.12 -0.10
B 1.4855 -1.6514 2.5880 0.15 -0.04 0.34
F 2.3796 -0.7666 2.0596 0.02 0.02 -0.01
F 1.8594 -2.9189 2.7390 0.04 -0.01 -0.04
F 0.7243 -1.1126 3.5993 0.02 0.06 -0.01
C -1.7421 3.4916 -2.2694 0.00 -0.03 -0.02
N -2.3307 2.2353 -2.7408 0.06 0.03 0.01
C -2.7557 2.0103 -4.0311 0.04 0.02 0.01
C -3.2817 0.7647 -4.0740 -0.01 -0.02 0.00
N -3.1721 0.2585 -2.8028 0.00 -0.03 0.02
C -2.5892 1.1560 -1.9950 -0.01 0.10 -0.04
S -2.5542 1.0751 -0.2579 -0.21 -0.07 0.21
H -2.5321 4.1942 -2.0133 0.00 0.00 0.00
H -1.1264 3.9041 -3.0645 -0.02 0.00 0.00
H -1.1248 3.2895 -1.3987 -0.01 -0.01 0.00
H -2.6562 2.7559 -4.8006 0.02 -0.02 0.00
H -3.7194 0.2105 -4.8855 0.00 0.00 0.00
H -3.5281 -0.6314 -2.4871 -0.01 0.02 -0.01
C 0.5747 0.1699 -0.3520 -0.06 0.05 -0.21
Ge 2.2777 -0.0425 -1.4794 -0.03 0.38 -0.11
C 1.5471 0.1900 -3.2634 -0.05 -0.10 -0.02
C 0.8882 1.3551 -3.6590 0.05 0.04 -0.04
C 0.4850 1.5231 -4.9764 0.00 -0.02 -0.01
C 0.7158 0.5178 -5.9092 0.01 0.01 0.03
C 1.3576 -0.6508 -5.5234 -0.01 0.01 0.02
C 1.7756 -0.8125 -4.2070 -0.08 -0.02 -0.02
C 2.9953 -1.7912 -1.2110 0.17 -0.07 0.14
C 2.2675 -2.9294 -0.8719 -0.08 -0.01 -0.06
C 2.9058 -4.1555 -0.7718 0.02 -0.01 0.00
C 4.2704 -4.2524 -1.0170 -0.01 0.04 0.00
C 5.0009 -3.1227 -1.3589 -0.03 -0.04 0.01
C 4.3680 -1.8909 -1.4493 0.00 -0.08 0.06
C 3.4062 1.4290 -0.9418 0.02 0.01 -0.05
C 3.6587 2.4642 -1.8426 -0.04 0.05 0.04
C 4.5309 3.4905 -1.5033 0.01 0.00 0.02
C 5.1573 3.4875 -0.2653 -0.02 -0.03 0.01
C 4.9237 2.4505 0.6317 0.00 0.04 -0.02
C 4.0568 1.4221 0.2952 0.04 -0.07 -0.01
H 0.7524 2.1645 -2.9483 -0.03 0.02 0.02
H 0.0313 2.4532 -5.2972 -0.01 0.01 0.01
H 0.4203 0.6580 -6.9406 0.00 0.00 0.00
H 1.5583 -1.4255 -6.2518 0.00 0.00 -0.01
H 2.2984 -1.7193 -3.9216 0.01 0.01 0.00
H 1.2023 -2.8689 -0.6693 0.10 -0.01 0.00
H 2.3433 -5.0367 -0.4933 0.01 -0.01 0.00
H 4.7662 -5.2100 -0.9335 0.00 0.00 0.00
H 6.0636 -3.1971 -1.5455 0.00 -0.01 0.00
H 4.9552 -1.0124 -1.6954 -0.02 0.00 0.00
H 3.1956 2.4686 -2.8221 0.02 -0.01 0.00
H 4.7348 4.2813 -2.2128 0.00 0.00 0.00
H 5.8462 4.2804 -0.0065 0.00 0.00 0.00
H 5.4417 2.4302 1.5818 0.01 0.00 0.00
H 3.9234 0.5945 0.9819 -0.02 -0.01 0.01
```
Positions in Å, forces in eV/Å.

Calculated values
strongest force on any atom: 0.013 Eh/bohr
E_HOMO: -15.49 eV
net charge: +3
HOMO-LUMO gap: 5.360 eV
electronic energy: -135678.410 eV

The net atomic charges from Mulliken, expressed in e, are: 0.69 -1.45 0.00 0.04 -0.52 1.14 -0.78 -1.00 -1.13 0.98 -0.90 -1.64 -0.21 0.72 0.17 0.51 0.62 0.50 0.48 0.51 0.53 0.72 0.30 -0.73 -0.66 0.36 0.42 0.47 0.55 -0.77 -0.79 0.08 -0.70 0.39 0.31 0.43 0.31 -0.15 0.44 -1.13 0.43 0.23 0.42 0.51 0.45 0.32 -0.13 -0.02 -0.03 -0.24 -0.28 -0.93 0.45 -0.35 -0.66 0.27 0.06 -0.56 0.32 0.39 0.30 0.55 0.49 0.18 0.87 2.41 -0.46 -0.01 -0.96 -0.80 -0.86 -0.37 0.49 0.10 -0.97 -0.63 -0.75 -0.97 0.65 -0.69 -0.69 -0.71 -0.62 -0.50 0.75 0.59 0.47 0.50 0.45 0.34 0.44 0.42 0.45 0.50 0.43 0.46 0.44 0.52 0.44

---

# 5
Below is a cluster of 2 separate species, C2H5NO in total, with properties calculated with ωB97M-V/def2-TZVPD.

```
9
Properties=species:S:1:pos:R:3:forces:R:3
C 2.2978 -0.5223 0.1656 0.95 -0.30 0.20
C 0.2857 0.8613 0.0834 -0.92 -0.06 0.06
N 1.3507 0.3096 0.0980 -0.32 -0.25 -0.03
O -3.2275 -0.1037 0.1194 -0.20 0.08 0.10
H 2.6369 -1.0399 -0.7100 0.02 -0.03 -0.32
H 2.7802 -0.6979 1.1107 0.06 0.03 0.18
H -3.5991 0.1347 -0.7348 0.08 -0.09 -0.01
H 0.1126 1.9025 -0.0907 0.24 0.56 -0.11
H -2.6373 -0.8443 -0.0414 0.10 0.06 -0.08
```
Positions in Å, forces in eV/Å.

Calculated values
strongest force on any atom: 0.020 Eh/bohr
E_HOMO: -7.98 eV
net charge: 0
HOMO-LUMO gap: 8.893 eV
electronic energy: -5689.647 eV

The net atomic charges from natural (NBO), expressed in e, are: -0.29 -0.01 -0.27 -0.94 0.20 0.20 0.47 0.18 0.47

---

# 6
Below is a cluster of 14 separate species, C5H40N2O14 in total, with properties calculated with ωB97M-V/def2-TZVPD.

```
61
Properties=species:S:1:pos:R:3:forces:R:3
C 0.6267 -2.2683 1.5377 -1.12 -1.43 -0.50
N 1.7811 -2.0613 2.3575 -0.57 -0.58 1.74
C 0.2873 -1.0421 0.6852 0.36 0.89 -0.48
C -1.2769 -0.5635 0.9498 0.65 -2.39 -2.21
C -1.3186 -0.1865 2.4006 -1.48 -0.43 -0.21
N 0.3736 -1.3829 -0.6914 -0.47 0.18 1.50
C 0.9974 -0.5736 -1.6572 2.43 2.01 -2.18
O 2.2214 -1.1201 -2.2015 -0.37 -0.39 0.20
H 0.6945 -3.1827 0.8823 0.02 0.74 0.26
H -0.2781 -2.4752 2.1511 0.90 0.12 0.09
H 2.6902 -1.9720 1.9449 0.09 -0.06 -0.67
H 1.8071 -2.8421 3.0287 0.29 0.74 -0.23
H 1.0009 -0.2119 0.9668 -0.84 -0.64 -0.62
H -1.8619 -1.5020 0.6284 0.54 1.27 0.81
H -1.5431 0.1779 0.1797 0.25 0.15 0.59
H -1.8249 0.7587 2.4048 -0.10 0.71 0.54
H -1.9500 -0.9021 2.9752 0.85 0.49 -0.15
H -0.3070 -0.0861 2.7446 0.19 0.11 0.83
H -0.2020 -2.1867 -0.9126 0.14 -0.24 -0.73
H 0.4866 -0.4527 -2.6297 -0.86 -0.10 1.01
H 1.1867 0.4340 -1.2087 -0.22 -0.87 -0.28
H 3.0840 -1.1492 -1.7095 -0.74 0.24 0.87
H -2.1823 3.9998 1.7776 -0.66 -0.46 -0.32
H -1.2358 3.8749 0.5076 -0.74 -0.06 0.46
O -1.3273 4.2053 1.4103 1.46 0.44 -0.15
H 3.2244 0.9925 2.5164 -1.07 -0.24 1.38
H 2.1866 0.1747 3.3358 0.08 -0.14 0.13
O 2.5613 1.0603 3.2766 0.23 0.07 -0.72
H -0.8130 4.0350 -1.5573 0.35 -0.03 -0.23
H -0.1572 3.6783 -2.9348 0.42 0.06 0.20
O -0.9669 3.9380 -2.4988 -0.49 0.67 -0.38
H -2.0916 2.2000 -2.7898 0.17 -0.29 0.75
H -2.3251 0.7881 -2.1383 -0.34 -0.13 -0.26
O -1.9488 1.6686 -1.9827 0.02 -0.11 -0.03
H -0.4970 -2.7524 -3.7350 -0.73 0.29 -0.21
H -1.9076 -3.0688 -4.3502 0.13 0.16 -0.01
O -1.4366 -2.4198 -3.8116 0.71 -0.59 0.10
H -3.4247 -1.2437 -1.5989 -0.35 -0.31 0.02
H -2.5509 -1.4668 -2.8909 -0.29 0.37 0.32
O -3.0932 -0.8105 -2.3894 0.54 -0.13 -0.12
H 0.2770 3.7729 2.1726 -0.59 -0.17 0.35
H 1.1720 2.6835 3.0043 -0.35 0.18 0.15
O 1.1535 3.4916 2.4700 0.84 -0.09 0.23
H -4.8267 -2.9366 0.4674 -0.07 -0.28 -0.03
H -4.4009 -3.6247 -0.8648 -0.13 -0.25 0.15
O -4.6698 -2.7935 -0.4694 0.32 0.59 -0.13
H 4.6381 1.5607 1.4407 0.75 -0.47 -0.06
H 3.3312 1.4684 0.7894 -0.15 -0.36 -0.48
O 4.0361 0.8563 1.1582 -0.12 1.13 -0.36
H -3.7219 2.8576 0.1106 0.12 0.25 0.21
H -4.1090 1.8454 1.1206 -0.16 -0.06 0.38
O -3.7322 2.7287 1.0738 -0.02 -0.28 -0.68
H 4.1656 -2.1402 0.1921 0.16 -0.31 0.18
H 4.2014 -0.5770 0.1696 0.43 -0.35 -0.10
O 4.2941 -1.3896 -0.3840 -0.47 0.69 -0.25
H 1.3436 2.3770 0.0934 0.99 0.22 -0.38
H 1.9732 2.9137 1.2844 0.25 0.82 0.11
O 2.2495 2.6629 0.3545 -1.17 -1.01 -0.28
H 1.6737 -2.5516 -2.9137 0.13 -0.38 -0.25
H 1.0876 -4.0214 -2.8439 0.27 -0.26 0.15
O 1.1746 -3.2473 -3.3992 -0.42 0.32 -0.05
```
Positions in Å, forces in eV/Å.

Calculated values
2S+1: 2
strongest force on any atom: 0.075 Eh/bohr
E_HOMO (spin up / spin down): -13.56 / -13.56 eV
net charge: +1
⟨S²⟩: 0.755
HOMO-LUMO gap (spin up / spin down): 10.569 / 6.106 eV
electronic energy: -37471.592 eV

The net atomic charges from natural (NBO), expressed in e, are: -0.23 -0.85 -0.10 -0.33 -0.65 -0.19 0.02 -0.74 0.18 0.22 0.37 0.39 0.25 0.21 0.25 0.25 0.24 0.23 0.42 0.26 0.21 0.54 0.52 0.47 -0.96 0.48 0.47 -1.00 0.46 0.48 -0.94 0.50 0.50 -1.03 0.51 0.49 -1.01 0.49 0.51 -1.00 0.52 0.51 -0.98 0.48 0.48 -0.96 0.51 0.51 -0.99 0.49 0.47 -0.96 0.47 0.51 -0.97 0.46 0.50 -0.98 0.50 0.48 -0.97